1.
{"formula": "C4H11NO2", "method": "the ωB97M-V functional and the def2-TZVPD basis", "elements": ["C", "C", "O", "N", "H", "H", "H", "H", "H", "C", "C", "O", "H", "H", "H", "H", "H", "H"], "positions_angstrom": [[1.992, 0.005, -0.739], [1.424, 1.078, -1.251], [0.864, 2.119, -0.592], [0.991, 2.043, 0.838], [2.119, -0.107, 0.322], [2.391, -0.760, -1.376], [1.291, 1.236, -2.314], [0.323, 1.335, 1.164], [0.667, 2.954, 1.153], [-1.259, -1.461, -0.532], [-1.762, -0.770, 0.729], [-0.721, -0.351, 1.590], [-0.656, -0.787, -1.133], [-0.645, -2.326, -0.266], [-2.110, -1.808, -1.120], [-2.304, 0.141, 0.466], [-2.447, -1.435, 1.272], [-0.157, -1.105, 1.789]], "spin_multiplicity": 1, "smiles": "C=CON.CCO", "e_above_lowest_kcal_mol": 79.5, "largest_force_ha_per_bohr": 0.0100, "orbital_gap_ev": 9.42, "total_charge": 0}

2.
{"formula": "C3H2FNiO2", "method": "the ωB97M-V functional and the def2-TZVPD basis", "elements": ["F", "O", "O", "C", "C", "C", "H", "H", "Ni"], "positions_angstrom": [[-0.206, 0.861, -1.702], [0.856, 0.765, 0.378], [-1.495, 0.734, 0.112], [1.198, -0.577, 0.347], [0.175, -1.057, -0.374], [-0.376, 0.365, -0.390], [2.017, -0.955, 0.958], [-0.199, -2.023, -0.696], [-1.971, 1.888, 1.368]], "s2": 3.75, "spin_multiplicity": 4, "e_above_lowest_kcal_mol": 0.0, "largest_force_ha_per_bohr": 0.0642, "orbital_gap_ev": [8.69, 6.86], "total_charge": 0}

3.
{"formula": "C56H79NO5", "method": "the ωB97M-V functional and the def2-TZVPD basis", "elements": ["C", "O", "C", "C", "C", "C", "C", "C", "C", "C", "C", "C", "C", "O", "C", "C", "N", "C", "C", "C", "O", "O", "C", "C", "O", "C", "H", "H", "H", "H", "H", "H", "H", "H", "H", "H", "H", "H", "H", "H", "H", "H", "H", "H", "H", "H", "H", "H", "H", "H", "H", "H", "H", "H", "H", "H", "H", "H", "H", "H", "H", "H", "H", "H", "H", "H", "H", "H", "H", "C", "C", "C", "C", "C", "C", "H", "H", "H", "H", "H", "H", "C", "C", "C", "C", "C", "C", "H", "H", "H", "H", "H", "H", "C", "C", "C", "C", "C", "C", "H", "H", "H", "H", "H", "H", "C", "C", "C", "C", "C", "C", "H", "H", "H", "H", "H", "H", "C", "C", "C", "C", "C", "C", "H", "H", "H", "H", "H", "H", "C", "C", "C", "C", "C", "C", "H", "H", "H", "H", "H", "H"], "positions_angstrom": [[1.366, 0.095, 3.663], [1.760, -0.792, 2.543], [3.224, -0.919, 2.439], [3.747, -1.076, 0.887], [3.233, 0.143, -0.110], [4.384, 1.307, -0.198], [3.832, 2.843, -0.044], [2.833, 3.083, 1.233], [1.563, 3.993, 0.686], [0.230, 3.667, 1.591], [-0.534, 2.246, 1.150], [-1.769, 2.691, 0.170], [-2.128, 1.633, -1.028], [-3.553, 1.222, -0.822], [-3.977, 0.259, -1.851], [-4.208, -1.198, -1.121], [-3.088, -2.192, -1.337], [-3.113, -3.306, -0.280], [-2.622, -2.764, 1.209], [-1.136, -3.416, 1.617], [-3.553, -3.197, 2.263], [-1.282, 0.431, -1.078], [-0.099, 0.612, -1.934], [-0.404, 0.666, -3.544], [-0.367, 2.061, -4.010], [1.014, 2.565, -4.093], [0.536, -0.500, 4.271], [0.956, 1.119, 3.258], [2.257, 0.357, 4.395], [3.541, -1.866, 3.055], [3.818, -0.006, 2.911], [3.423, -2.141, 0.511], [4.934, -1.062, 0.902], [2.159, 0.529, 0.175], [3.133, -0.344, -1.191], [5.185, 1.097, 0.644], [4.906, 1.176, -1.263], [4.777, 3.556, 0.106], [3.362, 3.146, -1.089], [2.360, 2.100, 1.681], [3.410, 3.653, 2.105], [1.395, 3.926, -0.473], [1.865, 5.123, 0.909], [0.504, 3.665, 2.747], [-0.500, 4.599, 1.443], [0.295, 1.591, 0.648], [-0.911, 1.765, 2.155], [-1.607, 3.754, -0.294], [-2.732, 2.783, 0.870], [-2.140, 2.257, -2.043], [-3.300, 0.220, -2.805], [-5.050, 0.623, -2.223], [-4.487, -1.045, 0.027], [-5.177, -1.678, -1.623], [-3.149, -2.630, -2.305], [-4.214, -3.736, -0.116], [-2.395, -4.172, -0.652], [-2.507, -1.589, 1.120], [-0.972, -3.448, 2.776], [-1.121, -4.496, 1.161], [-0.336, -2.741, 1.071], [-3.441, -4.207, 2.293], [0.510, 1.548, -1.535], [0.598, -0.336, -1.737], [-1.403, 0.144, -3.877], [0.468, 0.082, -4.095], [1.812, 1.769, -4.416], [1.408, 3.079, -3.111], [1.029, 3.420, -4.926], [7.060, 3.194, -3.361], [5.798, 3.734, -3.111], [5.660, 5.099, -2.864], [6.785, 5.925, -2.863], [8.047, 5.383, -3.103], [8.185, 4.018, -3.353], [7.166, 2.131, -3.560], [4.922, 3.090, -3.110], [4.677, 5.521, -2.673], [6.677, 6.989, -2.673], [8.925, 6.025, -3.096], [9.169, 3.596, -3.543], [-6.440, -3.045, 3.435], [-7.752, -3.331, 3.812], [-8.191, -3.023, 5.099], [-7.317, -2.433, 6.012], [-6.002, -2.155, 5.638], [-5.563, -2.460, 4.350], [-6.100, -3.279, 2.430], [-8.432, -3.793, 3.102], [-9.215, -3.243, 5.391], [-7.659, -2.190, 7.014], [-5.318, -1.701, 6.351], [-4.540, -2.242, 4.058], [5.231, 9.396, -5.331], [6.359, 8.581, -5.241], [7.613, 9.148, -5.015], [7.740, 10.531, -4.884], [6.612, 11.346, -4.983], [5.358, 10.779, -5.205], [4.253, 8.953, -5.500], [6.261, 7.503, -5.347], [8.492, 8.513, -4.942], [8.716, 10.973, -4.705], [6.712, 12.425, -4.886], [4.479, 11.414, -5.279], [0.341, -3.899, -5.791], [1.116, -4.124, -6.928], [1.265, -3.118, -7.882], [0.634, -1.886, -7.701], [-0.148, -1.665, -6.568], [-0.294, -2.670, -5.612], [0.231, -4.681, -5.045], [1.605, -5.084, -7.071], [1.872, -3.292, -8.766], [0.752, -1.101, -8.442], [-0.645, -0.707, -6.429], [-0.902, -2.496, -4.728], [-3.567, -4.013, 10.399], [-2.336, -3.373, 10.266], [-1.885, -2.979, 9.007], [-2.664, -3.231, 7.877], [-3.892, -3.880, 8.008], [-4.344, -4.270, 9.269], [-3.921, -4.314, 11.381], [-1.727, -3.179, 11.146], [-0.926, -2.477, 8.904], [-2.315, -2.922, 6.896], [-4.497, -4.082, 7.128], [-5.302, -4.774, 9.371], [-5.894, -7.462, 0.816], [-5.068, -6.676, 1.619], [-3.788, -7.119, 1.949], [-3.334, -8.352, 1.479], [-4.162, -9.142, 0.683], [-5.441, -8.697, 0.350], [-6.889, -7.114, 0.553], [-5.423, -5.717, 1.988], [-3.144, -6.505, 2.573], [-2.335, -8.696, 1.734], [-3.811, -10.105, 0.321], [-6.086, -9.312, -0.272]], "spin_multiplicity": 1, "smiles": "COCCCCCCCCCC[C@H](OCCNC[C@H](C)O)OCCOC.c1ccccc1.c1ccccc1.c1ccccc1.c1ccccc1.c1ccccc1.c1ccccc1", "largest_force_ha_per_bohr": 0.0607, "orbital_gap_ev": 9.12, "total_charge": 0}

4.
{"formula": "H7HfO20S4", "method": "the ωB97M-V functional and the def2-TZVPD basis", "elements": ["Hf", "S", "O", "O", "O", "O", "S", "O", "O", "O", "O", "S", "O", "O", "O", "O", "S", "O", "O", "O", "O", "O", "H", "O", "H", "H", "O", "H", "H", "O", "H", "H"], "positions_angstrom": [[0.293, 0.621, 0.346], [-2.915, 1.905, -3.865], [-4.205, 2.437, -3.433], [-3.222, 0.769, -4.765], [-2.162, 2.844, -4.643], [-2.172, 1.477, -2.695], [-1.267, -3.674, -2.717], [-0.936, -5.029, -2.278], [-0.845, -2.723, -1.663], [-0.783, -3.405, -4.056], [-2.668, -3.421, -2.980], [3.539, -3.538, 1.238], [2.843, -2.246, 1.255], [3.099, -4.365, 2.359], [3.314, -4.296, 0.030], [4.936, -3.269, 1.283], [-1.848, 4.306, 1.710], [-2.222, 2.892, 1.729], [-2.816, 5.152, 1.044], [-1.592, 4.738, 3.065], [-0.685, 4.112, 0.843], [2.309, 0.617, -2.671], [2.612, 0.157, -3.478], [3.671, 2.584, 1.129], [4.260, 2.365, 1.851], [4.183, 3.168, 0.570], [-2.217, -1.914, 2.441], [-3.037, -1.840, 2.930], [-2.166, -2.838, 2.197], [0.890, 0.828, 4.018], [1.345, 0.181, 4.556], [0.463, 1.407, 4.649]], "spin_multiplicity": 1, "e_above_lowest_kcal_mol": 425.5, "largest_force_ha_per_bohr": 0.0936, "orbital_gap_ev": 1.84, "total_charge": -5}

5.
{"formula": "C18H30N2O", "method": "the ωB97M-V functional and the def2-TZVPD basis", "elements": ["C", "C", "C", "C", "C", "C", "O", "C", "C", "C", "C", "C", "N", "C", "C", "N", "C", "C", "C", "C", "C", "H", "H", "H", "H", "H", "H", "H", "H", "H", "H", "H", "H", "H", "H", "H", "H", "H", "H", "H", "H", "H", "H", "H", "H", "H", "H", "H", "H", "H", "H"], "positions_angstrom": [[3.762, -5.073, -2.451], [4.235, -5.353, -1.029], [3.201, -4.974, 0.032], [2.965, -3.470, 0.135], [1.988, -3.129, 1.257], [1.705, -1.632, 1.331], [1.041, -1.253, 0.144], [0.671, 0.045, -0.019], [0.041, 0.352, -1.227], [-0.386, 1.636, -1.487], [-0.210, 2.654, -0.554], [-0.732, 4.048, -0.817], [-2.093, 4.346, -0.406], [-2.373, 4.363, 1.012], [-2.783, 3.003, 1.591], [-3.927, 2.489, 0.858], [-4.406, 1.249, 1.424], [-3.579, 2.336, -0.544], [-3.167, 3.695, -1.122], [0.438, 2.346, 0.632], [0.876, 1.060, 0.908], [4.495, -5.432, -3.170], [3.623, -4.007, -2.614], [2.818, -5.577, -2.644], [5.162, -4.807, -0.841], [4.455, -6.419, -0.935], [2.256, -5.474, -0.194], [3.545, -5.343, 1.003], [2.557, -3.090, -0.801], [3.917, -2.965, 0.318], [1.044, -3.651, 1.087], [2.391, -3.454, 2.219], [2.648, -1.075, 1.431], [1.073, -1.414, 2.204], [-0.100, -0.440, -1.946], [-0.865, 1.853, -2.431], [-0.090, 4.773, -0.306], [-0.682, 4.253, -1.891], [-1.503, 4.749, 1.546], [-3.209, 5.056, 1.163], [-3.073, 3.133, 2.637], [-1.934, 2.298, 1.551], [-3.651, 0.446, 1.391], [-5.285, 0.921, 0.870], [-4.690, 1.417, 2.462], [-4.461, 1.973, -1.080], [-2.766, 1.600, -0.675], [-2.886, 3.585, -2.170], [-4.036, 4.361, -1.063], [0.608, 3.122, 1.365], [1.373, 0.867, 1.846]], "spin_multiplicity": 1, "smiles": "CCCCCCOc1ccc(CN2CCN(C)CC2)cc1", "e_above_lowest_kcal_mol": 7.3, "largest_force_ha_per_bohr": 0.0115, "orbital_gap_ev": 8.68, "total_charge": 0}

6.
{"formula": "C28H40As3BaIN3S2", "method": "the ωB97M-V functional and the def2-TZVPD basis", "elements": ["Ba", "C", "C", "C", "C", "C", "C", "N", "N", "C", "C", "C", "C", "C", "N", "H", "H", "H", "H", "H", "H", "H", "H", "H", "S", "C", "C", "C", "C", "C", "C", "S", "H", "H", "H", "H", "C", "As", "C", "C", "C", "C", "C", "As", "C", "C", "C", "As", "C", "C", "H", "H", "H", "H", "H", "H", "H", "H", "H", "H", "H", "H", "H", "H", "H", "H", "H", "H", "H", "H", "H", "H", "H", "H", "H", "H", "H", "I"], "positions_angstrom": [[0.179, -1.726, 1.096], [-1.213, -2.469, -4.395], [-1.355, -1.458, -3.462], [-0.417, -1.301, -2.453], [0.679, -2.142, -2.404], [0.815, -3.172, -3.329], [-0.126, -3.332, -4.326], [1.569, -1.988, -1.315], [2.723, -2.361, -1.535], [3.552, -2.361, -0.403], [4.903, -2.551, -0.626], [5.753, -2.622, 0.464], [5.213, -2.520, 1.735], [3.843, -2.339, 1.857], [3.022, -2.259, 0.810], [-1.969, -2.610, -5.157], [-2.224, -0.812, -3.490], [-0.550, -0.535, -1.703], [1.635, -3.866, -3.211], [-0.045, -4.160, -5.018], [5.253, -2.646, -1.646], [6.818, -2.764, 0.326], [5.831, -2.578, 2.620], [3.376, -2.239, 2.831], [-2.384, -2.892, 0.006], [-1.841, -4.239, -1.012], [-2.708, -4.677, -2.026], [-2.407, -5.726, -2.882], [-1.197, -6.392, -2.734], [-0.326, -5.986, -1.733], [-0.606, -4.920, -0.858], [0.618, -4.521, 0.364], [-3.653, -4.153, -2.126], [-3.113, -6.022, -3.651], [-0.934, -7.222, -3.382], [0.620, -6.502, -1.596], [-3.163, -0.308, 3.381], [-2.105, 0.323, 1.871], [-3.598, 0.627, 0.627], [-1.825, 2.147, 2.576], [-0.949, 3.148, 1.788], [-1.529, 3.343, 0.384], [0.529, 2.703, 1.733], [1.054, 1.244, 0.519], [2.945, 1.268, 1.021], [1.249, 2.251, -1.162], [-1.012, 4.457, 2.614], [-0.401, 6.263, 2.077], [0.949, 6.049, 0.671], [-1.875, 6.813, 0.905], [-4.000, 0.363, 3.582], [-2.522, -0.386, 4.257], [-3.537, -1.299, 3.125], [-4.283, 1.393, 0.996], [-4.121, -0.323, 0.520], [-3.236, 0.908, -0.359], [-1.402, 1.998, 3.572], [-2.820, 2.583, 2.708], [-1.564, 2.394, -0.154], [-0.927, 4.030, -0.207], [-2.550, 3.729, 0.434], [0.856, 2.374, 2.721], [1.150, 3.549, 1.449], [3.325, 2.292, 1.004], [3.506, 0.659, 0.313], [3.052, 0.846, 2.018], [1.727, 3.217, -0.985], [0.288, 2.407, -1.646], [1.876, 1.661, -1.832], [-0.506, 4.274, 3.564], [-2.056, 4.663, 2.873], [1.879, 5.671, 1.092], [1.135, 7.051, 0.280], [0.629, 5.405, -0.147], [-2.814, 6.739, 1.454], [-1.942, 6.215, 0.001], [-1.722, 7.858, 0.632], [0.981, -0.534, 4.094]], "spin_multiplicity": 1, "e_above_lowest_kcal_mol": 0.1, "largest_force_ha_per_bohr": 0.0262, "orbital_gap_ev": 4.96, "total_charge": -1}

Q: What is the formula in the fifth record?
A: C18H30N2O

What did the first record say?
{"formula": "C4H11NO2", "method": "the ωB97M-V functional and the def2-TZVPD basis", "elements": ["C", "C", "O", "N", "H", "H", "H", "H", "H", "C", "C", "O", "H", "H", "H", "H", "H", "H"], "positions_angstrom": [[1.992, 0.005, -0.739], [1.424, 1.078, -1.251], [0.864, 2.119, -0.592], [0.991, 2.043, 0.838], [2.119, -0.107, 0.322], [2.391, -0.760, -1.376], [1.291, 1.236, -2.314], [0.323, 1.335, 1.164], [0.667, 2.954, 1.153], [-1.259, -1.461, -0.532], [-1.762, -0.770, 0.729], [-0.721, -0.351, 1.590], [-0.656, -0.787, -1.133], [-0.645, -2.326, -0.266], [-2.110, -1.808, -1.120], [-2.304, 0.141, 0.466], [-2.447, -1.435, 1.272], [-0.157, -1.105, 1.789]], "spin_multiplicity": 1, "smiles": "C=CON.CCO", "e_above_lowest_kcal_mol": 79.5, "largest_force_ha_per_bohr": 0.0100, "orbital_gap_ev": 9.42, "total_charge": 0}